Entry from the OMol25 dataset: a 2-piece molecular cluster, C3H3BrCl2 overall at a distorted geometry (wB97M-V/def2-TZVPD).

Results
- Spin multiplicity: 1
- Largest force on an atom: 4.22 eV/Å
- Net charge: 0
- LUMO level (alpha / beta): -1.28 / -0.79 eV
- Energy relative to the best compared isomer or geometry (same formula, charge and spin): 4.725 eV
- Gap between HOMO and LUMO (alpha / beta): 8.638 / 8.364 eV

Positions of all 9 atoms, in Å:
C: 0.344 -0.056 -0.800
C: -0.257 -1.209 -0.031
C: -0.965 -0.518 -1.098
Cl: 0.065 -2.811 0.205
Cl: -1.302 -1.406 -2.669
Br: -2.569 0.586 -0.643
H: 0.561 0.922 -0.436
H: 1.137 -0.446 -1.467
H: -1.562 -0.679 1.738

---

Entry from the OMol25 dataset: a 2-piece molecular cluster, C3H3BrCl2 overall at a distorted geometry (wB97M-V/def2-TZVPD).

Results
- Spin multiplicity: 1
- SMILES: ClC#CBr.CCl
- Largest force on an atom: 4.26 eV/Å
- Net charge: 0
- LUMO level: 0.51 eV
- Energy relative to the best compared isomer or geometry (same formula, charge and spin): 1.979 eV
- Gap between HOMO and LUMO: 10.317 eV

Positions of all 9 atoms, in Å:
Cl: 1.031 -3.400 1.125
C: 0.096 -2.521 0.096
C: -0.483 -1.890 -0.729
Br: -1.603 -0.948 -1.773
C: -0.011 1.749 0.301
Cl: 1.698 1.296 0.219
H: 0.118 2.729 -0.315
H: -0.633 0.998 -0.211
H: -0.213 1.989 1.286

---

Entry from the OMol25 dataset: a 2-piece molecular cluster, C3H5P3 overall at a distorted geometry (wB97M-V/def2-TZVPD).

Results
- Spin multiplicity: 1
- SMILES: CC1=P#[PH]1.C#P
- Largest force on an atom: 7.32 eV/Å
- Net charge: 0
- LUMO level: -0.16 eV
- Energy relative to the best compared isomer or geometry (same formula, charge and spin): 2.909 eV
- Gap between HOMO and LUMO: 8.053 eV

Positions of all 11 atoms, in Å:
C: 0.402 -1.382 0.023
C: 1.153 -0.121 0.077
P: 1.583 1.267 1.016
P: 2.450 0.582 -0.926
H: 0.748 -1.919 0.876
H: 0.620 -1.858 -0.884
H: -0.666 -1.117 0.195
H: 1.747 1.502 -1.969
C: -2.695 1.068 0.723
P: -2.718 0.805 -0.835
H: -2.625 1.172 1.704